1.
Density functional theory data (ωB97M-V with the def2-TZVPD basis set) for a molecular structure, C43H46N4O3PTeW.

Energy relative to the best compared isomer or geometry (same formula, charge and spin), kcal per mole: 22.02
HOMO (alpha / beta), eV: -12.33 / -12.33
2S+1: 2
⟨S²⟩: 0.758
HOMO-LUMO gap (alpha / beta), eV: 7.138 / 4.863
Charge: +2

CARTESIAN COORDINATES (ANGSTROEM)
W (-0.61, -0.33, -0.18)
N (1.08, 0.93, -0.77)
C (1.80, 0.67, -2.02)
C (3.08, 1.15, -2.23)
C (3.69, 0.95, -3.46)
C (3.02, 0.29, -4.48)
C (1.73, -0.19, -4.26)
C (1.13, -0.02, -3.02)
P (-0.46, -0.71, -2.53)
C (-0.09, -2.34, -1.81)
C (-1.18, -3.16, -1.46)
C (-0.95, -4.43, -0.95)
C (0.35, -4.90, -0.82)
C (1.43, -4.09, -1.16)
C (1.22, -2.82, -1.66)
C (-1.50, -0.92, -3.97)
C (-2.34, 0.14, -4.34)
C (-3.11, 0.04, -5.48)
C (-3.05, -1.11, -6.26)
C (-2.22, -2.16, -5.90)
C (-1.44, -2.07, -4.76)
H (1.73, 1.08, 0.00)
H (0.61, 1.86, -0.87)
H (3.59, 1.70, -1.45)
H (4.69, 1.32, -3.63)
H (3.49, 0.16, -5.44)
H (1.20, -0.71, -5.05)
H (-2.19, -2.80, -1.59)
H (-1.79, -5.06, -0.69)
H (0.53, -5.90, -0.46)
H (2.44, -4.47, -1.07)
H (2.05, -2.20, -1.95)
H (-2.39, 1.03, -3.72)
H (-3.76, 0.85, -5.77)
H (-3.65, -1.19, -7.16)
H (-2.18, -3.05, -6.51)
H (-0.79, -2.89, -4.47)
C (-2.68, 4.96, -0.40)
N (-2.78, 3.51, -0.23)
C (-3.94, 2.91, 0.17)
C (-4.07, 1.57, 0.34)
C (-2.91, 0.81, 0.09)
O (-2.72, -0.45, 0.21)
N (-1.79, 1.42, -0.35)
C (-1.64, 2.76, -0.50)
O (-0.59, 3.27, -0.85)
H (-3.61, 5.41, -0.07)
H (-2.50, 5.20, -1.45)
H (-1.86, 5.34, 0.19)
H (-4.76, 3.59, 0.35)
H (-5.00, 1.13, 0.67)
C (-0.85, -1.12, 3.59)
C (-0.53, -0.73, 2.18)
O (-0.62, 0.50, 1.86)
N (-0.18, -1.57, 1.19)
Te (1.30, -4.07, 2.43)
C (2.43, -5.81, 2.34)
C (1.72, -7.01, 2.51)
C (0.23, -7.05, 2.70)
C (2.43, -8.20, 2.53)
C (3.81, -8.23, 2.38)
C (4.57, -9.52, 2.42)
C (4.49, -7.03, 2.17)
C (3.83, -5.81, 2.14)
C (4.64, -4.56, 1.88)
C (2.58, -2.87, 3.59)
C (2.77, -3.26, 4.92)
C (2.13, -4.49, 5.52)
C (3.61, -2.49, 5.71)
C (4.25, -1.35, 5.22)
C (5.16, -0.54, 6.08)
C (4.03, -1.00, 3.89)
C (3.20, -1.73, 3.05)
C (3.05, -1.28, 1.62)
H (-1.48, -0.36, 4.04)
H (0.08, -1.18, 4.15)
H (-1.34, -2.10, 3.62)
H (-0.31, -6.42, 1.98)
H (-0.06, -6.73, 3.70)
H (-0.15, -8.07, 2.57)
H (1.90, -9.13, 2.68)
H (3.91, -10.37, 2.58)
H (5.31, -9.50, 3.22)
H (5.11, -9.68, 1.48)
H (5.56, -7.05, 2.01)
H (5.58, -4.82, 1.40)
H (4.87, -4.04, 2.81)
H (4.11, -3.86, 1.23)
H (1.11, -4.66, 5.16)
H (2.06, -4.39, 6.60)
H (2.71, -5.38, 5.30)
H (3.76, -2.77, 6.74)
H (5.16, -0.90, 7.11)
H (4.85, 0.51, 6.09)
H (6.18, -0.57, 5.71)
H (4.53, -0.12, 3.49)
H (4.03, -1.06, 1.19)
H (2.45, -0.37, 1.59)
H (2.55, -2.01, 0.99)

2.
Density functional theory data (ωB97M-V with the def2-TZVPD basis set) for a molecular structure, C43H46N4O3PTeW in a non-equilibrium geometry.

HOMO (alpha / beta), eV: -12.58 / -13.44
2S+1: 4
⟨S²⟩: 3.789
HOMO-LUMO gap (alpha / beta), eV: 6.549 / 6.028
Charge: +2

CARTESIAN COORDINATES (ANGSTROEM)
W (-0.44, 0.02, 0.45)
N (-0.09, -0.39, 2.82)
C (0.26, -1.77, 3.10)
C (1.15, -2.09, 4.11)
C (1.44, -3.43, 4.36)
C (0.82, -4.43, 3.63)
C (-0.06, -4.10, 2.61)
C (-0.35, -2.77, 2.34)
P (-1.43, -2.22, 0.98)
C (-1.93, -3.74, 0.12)
C (-3.12, -4.36, 0.50)
C (-3.46, -5.59, -0.06)
C (-2.63, -6.19, -0.99)
C (-1.46, -5.56, -1.39)
C (-1.11, -4.34, -0.84)
C (-2.98, -1.72, 1.83)
C (-3.19, -1.89, 3.19)
C (-4.40, -1.52, 3.76)
C (-5.41, -0.99, 2.97)
C (-5.21, -0.83, 1.60)
C (-4.00, -1.18, 1.04)
H (0.60, 0.25, 3.20)
H (-0.98, -0.17, 3.26)
H (1.62, -1.31, 4.69)
H (2.14, -3.68, 5.15)
H (1.04, -5.47, 3.84)
H (-0.53, -4.88, 2.03)
H (-3.78, -3.91, 1.22)
H (-4.38, -6.07, 0.24)
H (-2.90, -7.15, -1.41)
H (-0.81, -6.02, -2.12)
H (-0.19, -3.86, -1.14)
H (-2.42, -2.35, 3.81)
H (-4.56, -1.67, 4.82)
H (-6.35, -0.72, 3.42)
H (-6.00, -0.43, 0.98)
H (-3.84, -1.07, -0.03)
C (3.86, -3.22, -0.48)
N (3.37, -1.95, 0.04)
C (4.19, -1.02, 0.60)
C (3.74, 0.16, 1.09)
C (2.34, 0.42, 1.02)
O (1.70, 1.42, 1.41)
N (1.55, -0.54, 0.45)
C (2.01, -1.71, -0.05)
O (1.23, -2.51, -0.56)
H (4.94, -3.23, -0.46)
H (3.51, -3.36, -1.50)
H (3.47, -4.05, 0.12)
H (5.24, -1.28, 0.64)
H (4.41, 0.89, 1.52)
C (-2.80, 2.19, 3.18)
C (-1.70, 2.14, 2.15)
O (-0.80, 3.01, 2.19)
N (-1.68, 1.19, 1.22)
Te (-0.40, 3.06, -0.37)
C (0.95, 4.40, -1.36)
C (0.83, 4.60, -2.74)
C (-0.15, 3.86, -3.60)
C (1.67, 5.55, -3.32)
C (2.58, 6.28, -2.57)
C (3.47, 7.31, -3.21)
C (2.65, 6.06, -1.19)
C (1.84, 5.13, -0.57)
C (1.91, 4.93, 0.93)
C (0.02, 1.24, -1.48)
C (1.30, 0.92, -2.03)
C (2.53, 1.74, -1.79)
C (1.41, -0.22, -2.81)
C (0.35, -1.09, -3.05)
C (0.52, -2.31, -3.89)
C (-0.90, -0.76, -2.54)
C (-1.13, 0.42, -1.80)
C (-2.54, 0.99, -1.83)
H (-3.42, 3.06, 2.98)
H (-2.35, 2.33, 4.17)
H (-3.40, 1.28, 3.16)
H (-1.07, 3.64, -3.04)
H (0.26, 2.91, -3.95)
H (-0.42, 4.45, -4.47)
H (1.59, 5.73, -4.38)
H (3.27, 7.39, -4.28)
H (4.52, 7.06, -3.06)
H (3.30, 8.29, -2.75)
H (3.35, 6.64, -0.60)
H (2.83, 5.32, 1.34)
H (1.83, 3.87, 1.20)
H (1.08, 5.45, 1.41)
H (2.48, 2.29, -0.86)
H (2.65, 2.47, -2.60)
H (3.41, 1.10, -1.79)
H (2.39, -0.45, -3.23)
H (1.57, -2.53, -4.07)
H (0.03, -2.16, -4.85)
H (0.05, -3.18, -3.41)
H (-1.75, -1.39, -2.78)
H (-3.26, 0.21, -2.10)
H (-2.59, 1.76, -2.60)
H (-2.86, 1.43, -0.89)

3.
Density functional theory data (ωB97M-V with the def2-TZVPD basis set) for a molecular structure, C43H48ClKN7O10SSi in a non-equilibrium geometry.

Energy relative to the best compared isomer or geometry (same formula, charge and spin), kcal per mole: 11.84
HOMO, eV: -4.99
HOMO-LUMO gap, eV: 6.395
Charge: -1

CARTESIAN COORDINATES (ANGSTROEM)
K (-0.45, 1.04, -1.03)
O (4.26, 2.31, 6.19)
N (4.64, 2.30, 5.03)
O (5.72, 2.71, 4.67)
C (3.73, 1.73, 4.02)
C (2.90, 0.76, 4.46)
C (2.03, 0.09, 3.55)
C (1.16, -0.93, 3.98)
C (0.34, -1.53, 3.06)
C (0.43, -1.11, 1.72)
N (1.26, -0.18, 1.29)
C (2.04, 0.43, 2.19)
C (2.93, 1.49, 1.73)
N (2.85, 1.82, 0.43)
C (3.57, 2.83, 0.00)
C (4.42, 3.58, 0.83)
C (4.53, 3.24, 2.15)
C (3.77, 2.16, 2.64)
H (2.91, 0.49, 5.51)
H (1.14, -1.20, 5.02)
H (-0.36, -2.30, 3.34)
H (-0.23, -1.53, 0.96)
H (3.45, 3.09, -1.04)
H (4.97, 4.42, 0.42)
H (5.18, 3.80, 2.81)
N (4.17, 0.55, -2.45)
C (5.27, 0.88, -1.65)
C (6.02, 2.00, -1.94)
C (7.09, 2.37, -1.13)
C (7.42, 1.60, -0.03)
C (6.68, 0.45, 0.25)
C (5.60, 0.09, -0.54)
S (4.63, -1.32, -0.12)
N (3.53, -1.48, -1.40)
C (3.41, -0.58, -2.29)
C (2.35, -0.77, -3.33)
C (2.69, -1.15, -4.63)
C (1.67, -1.37, -5.53)
C (0.35, -1.20, -5.12)
C (0.12, -0.78, -3.82)
N (1.10, -0.56, -2.95)
H (3.72, 1.30, -2.96)
H (5.75, 2.61, -2.80)
H (7.65, 3.27, -1.36)
H (8.25, 1.87, 0.61)
H (6.93, -0.16, 1.11)
H (3.73, -1.28, -4.90)
H (1.89, -1.68, -6.55)
H (-0.47, -1.37, -5.80)
H (-0.88, -0.60, -3.46)
O (0.86, 4.31, -3.43)
Cl (0.93, 2.98, -2.90)
O (-0.20, 2.19, -3.35)
O (0.89, 3.02, -1.44)
O (2.16, 2.36, -3.33)
N (0.65, -2.87, -0.95)
C (0.69, -4.01, -0.84)
C (0.76, -5.44, -0.73)
C (1.87, -6.03, -0.14)
C (1.94, -7.41, -0.03)
C (0.90, -8.20, -0.51)
C (-0.21, -7.61, -1.09)
C (-0.29, -6.23, -1.20)
H (2.68, -5.40, 0.22)
H (2.81, -7.87, 0.42)
H (0.96, -9.27, -0.42)
H (-1.02, -8.22, -1.46)
H (-1.15, -5.75, -1.65)
C (-4.60, 3.33, 0.77)
C (-3.21, 3.28, 0.12)
C (-2.28, 4.26, 0.82)
C (-3.29, 3.59, -1.37)
O (-2.62, 1.99, 0.31)
Si (-3.26, 0.45, 0.17)
O (-2.07, -0.54, -0.04)
O (-4.37, 0.60, -1.06)
C (-5.28, -0.38, -1.54)
C (-6.57, -0.29, -0.72)
C (-4.68, -1.78, -1.44)
C (-5.55, -0.02, -2.99)
O (-4.24, 0.17, 1.50)
C (-3.77, -0.24, 2.78)
C (-3.33, -1.70, 2.71)
C (-4.96, -0.08, 3.73)
C (-2.61, 0.65, 3.24)
H (-5.03, 4.32, 0.62)
H (-4.53, 3.13, 1.84)
H (-5.26, 2.59, 0.32)
H (-2.66, 5.28, 0.76)
H (-1.29, 4.24, 0.35)
H (-2.16, 3.99, 1.87)
H (-3.68, 4.60, -1.52)
H (-3.95, 2.88, -1.87)
H (-2.30, 3.54, -1.82)
H (-6.34, -0.41, 0.34)
H (-7.27, -1.07, -1.03)
H (-7.04, 0.68, -0.86)
H (-4.55, -2.08, -0.40)
H (-3.70, -1.81, -1.91)
H (-5.34, -2.50, -1.93)
H (-5.96, 1.00, -3.05)
H (-6.27, -0.71, -3.44)
H (-4.63, -0.05, -3.56)
H (-4.17, -2.32, 2.41)
H (-2.98, -2.04, 3.69)
H (-2.54, -1.80, 1.97)
H (-5.78, -0.71, 3.40)
H (-5.30, 0.96, 3.71)
H (-4.68, -0.35, 4.75)
H (-1.76, 0.55, 2.56)
H (-2.29, 0.36, 4.25)
H (-2.92, 1.70, 3.25)

4.
Density functional theory data (ωB97M-V with the def2-TZVPD basis set) for a molecular structure, C43H49AsFN4OsS2.

Energy relative to the best compared isomer or geometry (same formula, charge and spin), kcal per mole: 0.00
HOMO (alpha / beta), eV: -9.95 / -10.38
2S+1: 5
⟨S²⟩: 6.034
HOMO-LUMO gap (alpha / beta), eV: 8.151 / 6.273
Charge: +1

CARTESIAN COORDINATES (ANGSTROEM)
Os (-0.92, 1.10, 0.31)
S (-0.44, 3.03, 1.83)
C (-0.77, 3.94, 0.40)
N (-1.32, 3.32, -0.61)
C (-1.35, 4.10, -1.75)
C (-1.82, 3.71, -3.01)
C (-1.77, 4.63, -4.04)
C (-1.27, 5.92, -3.83)
C (-0.80, 6.32, -2.60)
C (-0.84, 5.39, -1.56)
S (-0.29, 5.57, 0.09)
H (-2.20, 2.71, -3.15)
H (-2.12, 4.34, -5.02)
H (-1.25, 6.62, -4.66)
H (-0.42, 7.32, -2.44)
F (-1.95, -0.98, -5.44)
C (-1.73, -0.53, -4.19)
C (-2.78, -0.50, -3.30)
C (-2.54, -0.04, -2.01)
C (-1.27, 0.36, -1.59)
C (-0.24, 0.31, -2.55)
C (-0.46, -0.12, -3.85)
H (-3.76, -0.83, -3.61)
H (-3.38, -0.01, -1.32)
H (0.77, 0.59, -2.28)
H (0.34, -0.16, -4.57)
C (-1.89, -0.43, 3.27)
C (-2.74, -1.10, 2.19)
N (-4.01, -0.41, 1.94)
C (-5.21, -1.04, 2.52)
C (-5.32, -0.86, 4.02)
C (-4.05, 0.74, 1.27)
C (-5.37, 1.44, 1.12)
N (-2.99, 1.27, 0.71)
H (-0.86, -0.78, 3.19)
H (-2.24, -0.66, 4.27)
H (-1.88, 0.66, 3.15)
H (-2.99, -2.12, 2.49)
H (-2.19, -1.18, 1.26)
H (-5.17, -2.10, 2.26)
H (-6.09, -0.63, 2.03)
H (-4.48, -1.33, 4.54)
H (-6.23, -1.33, 4.39)
H (-5.34, 0.20, 4.30)
H (-6.03, 0.88, 0.45)
H (-5.22, 2.43, 0.69)
H (-5.88, 1.55, 2.08)
H (-3.24, 2.13, 0.23)
C (5.39, -2.45, 4.93)
C (4.31, -2.15, 3.92)
C (4.00, -3.03, 2.90)
C (3.01, -2.78, 1.96)
C (2.73, -3.87, 0.96)
C (2.32, -1.55, 2.02)
As (0.83, -1.13, 0.81)
N (0.99, 0.66, 0.22)
C (2.06, 1.52, -0.06)
C (1.87, 2.56, -0.98)
C (2.90, 3.44, -1.27)
C (4.14, 3.31, -0.65)
C (4.34, 2.27, 0.24)
C (3.32, 1.38, 0.54)
C (1.01, -2.03, -0.91)
C (2.08, -1.87, -1.79)
C (3.34, -1.14, -1.42)
C (1.98, -2.40, -3.07)
C (0.86, -3.09, -3.50)
C (0.76, -3.62, -4.90)
C (-0.18, -3.27, -2.60)
C (-0.13, -2.76, -1.31)
C (-1.31, -3.00, -0.40)
C (2.56, -0.68, 3.10)
C (1.78, 0.59, 3.35)
C (3.56, -0.98, 4.02)
H (5.95, -3.33, 4.64)
H (4.95, -2.63, 5.91)
H (6.08, -1.61, 5.02)
H (4.54, -3.97, 2.84)
H (3.20, -4.80, 1.31)
H (3.13, -3.65, -0.03)
H (1.67, -4.08, 0.85)
H (0.92, 2.66, -1.49)
H (2.73, 4.24, -1.98)
H (4.94, 3.99, -0.88)
H (5.30, 2.14, 0.72)
H (3.50, 0.56, 1.23)
H (3.50, -1.10, -0.34)
H (3.34, -0.12, -1.80)
H (4.20, -1.65, -1.86)
H (2.82, -2.26, -3.75)
H (1.68, -3.46, -5.46)
H (-0.05, -3.12, -5.44)
H (0.54, -4.69, -4.90)
H (-1.05, -3.83, -2.91)
H (-2.00, -3.70, -0.87)
H (-1.86, -2.07, -0.22)
H (-1.02, -3.40, 0.57)
H (0.97, 0.74, 2.64)
H (2.42, 1.46, 3.29)
H (1.35, 0.57, 4.35)
H (3.74, -0.29, 4.83)

It is found that the DFT total energy values, taken in the order of the records, are -75836.8023, -75835.4282, -123836.8868, -139035.1938 eV.